--- i ---
20
Properties=species:S:1:pos:R:3 method="wB97M-V/def2-TZVPD" molar_mass_g_mol=161.14 charge=+1 orbital_gap_ev=9.789 homo_energy_ev=-14.203
C -1.0130 0.1012 0.2550
C -0.3956 2.0843 -1.1364
C 0.7596 1.7158 0.8701
C 0.9292 -2.4605 0.0310
N 0.7078 -3.1595 -0.8822
N -0.2178 1.1291 0.0084
N -1.9332 -0.3075 -0.6069
N 1.3965 -2.2344 1.3272
O 2.3041 -2.9251 1.6177
O 0.4179 -3.6399 -1.9014
O 0.9153 -1.3380 1.9395
H 0.4964 1.8864 -1.9159
H -1.4468 2.0009 -1.4745
H -0.3643 3.1694 -0.9058
H 0.7219 1.0541 1.7902
H 1.8278 1.8519 0.4548
H 0.6485 2.7098 1.1533
H -0.9123 -0.5453 1.0517
H -2.4256 -1.1929 -0.3156
H -2.4162 0.1002 -1.3604

--- ii ---
20
Properties=species:S:1:pos:R:3 method="wB97M-V/def2-TZVPD" molar_mass_g_mol=161.14 charge=+1 orbital_gap_ev=9.073 homo_energy_ev=-12.322
C -0.7305 -1.1491 0.6173
C 1.2226 0.1006 1.4524
C -0.1576 -2.1440 -0.0642
C 0.3426 1.4777 -0.6232
N -0.0274 -0.4628 1.6296
N 1.2951 0.8297 0.1356
N 0.6121 1.7727 -1.8519
N -0.7341 1.9240 0.0543
O -1.9916 -0.5560 0.5024
O 2.1140 0.1706 2.2605
O -0.9093 -2.7258 -1.1200
H 0.8873 -2.5137 0.0334
H -0.4338 -0.5915 2.6291
H 2.2118 0.9402 -0.0330
H 0.2540 2.4771 -2.4491
H 1.4474 1.2969 -2.2276
H -0.7894 1.6303 1.0029
H -2.5632 -1.1111 -0.0219
H -1.5683 2.1813 -0.4623
H -0.4817 -3.5470 -1.4644

What should be chosen as the most stable of them? Choose ii.

--- i ---
8
Properties=species:S:1:pos:R:3 method="wB97M-V/def2-TZVPD" molar_mass_g_mol=192.23 orbital_gap_ev=6.902 homo_energy_ev=-8.577
P -2.0546 1.6639 -0.3290
P -1.4753 -1.3553 -0.1630
S 2.5715 -0.4365 0.7056
S -1.4920 -0.0829 1.3393
S -1.4928 -0.1371 -1.7533
S -0.6890 2.9612 -0.3819
H 1.7438 -1.4297 1.0629
H 2.8884 -1.1834 -0.4805

--- ii ---
8
Properties=species:S:1:pos:R:3 method="wB97M-V/def2-TZVPD" molar_mass_g_mol=192.23 orbital_gap_ev=7.964 homo_energy_ev=-9.056
P -0.9622 -0.4228 1.1927
P 1.5013 0.2730 -0.3971
S 3.5809 0.6352 -0.6190
S 0.3835 1.2468 1.0706
S 0.4190 -1.6485 0.0469
S -2.4802 0.0194 -0.2631
H 1.0533 0.3140 -1.6375
H -3.4955 -0.4170 0.6066

What should be chosen as the most stable of them? Choose ii.

--- i ---
45
Properties=species:S:1:pos:R:3 method="wB97M-V/def2-TZVPD" molar_mass_g_mol=230.35 orbital_gap_ev=10.546 homo_energy_ev=-9.969
C -1.4676 9.4780 -0.7024
C -2.7980 9.6397 -1.4165
O -3.7827 10.0938 -0.4973
H -1.2307 10.3763 -0.1295
H -0.6413 9.2983 -1.3960
H -1.4775 8.6315 -0.0151
H -3.0625 8.6619 -1.8359
H -2.7225 10.3051 -2.2783
H -4.4943 9.4520 -0.4584
C -3.7132 10.5136 -5.3577
C -4.9716 9.7699 -4.9776
O -5.3917 8.9822 -6.0936
H -2.8588 9.8501 -5.4921
H -3.4082 11.1957 -4.5584
H -3.8861 11.1118 -6.2512
H -5.7546 10.4808 -4.7005
H -4.7768 9.1129 -4.1229
H -6.3355 8.8247 -6.0111
C -0.2467 11.3056 -3.9802
C 1.2169 11.2799 -3.5771
O 1.6379 9.9286 -3.4471
H -0.5611 12.3339 -4.1533
H -0.8698 10.8065 -3.2431
H -0.3360 10.7467 -4.9154
H 1.3258 11.8051 -2.6210
H 1.8137 11.7893 -4.3397
H 2.3610 9.8909 -2.8156
C 3.9534 10.5632 -0.7438
C 5.2880 9.9215 -0.4505
O 5.3818 8.7500 -1.2549
H 3.8981 10.8681 -1.7899
H 3.8061 11.4187 -0.0851
H 3.1132 9.8795 -0.5877
H 5.4076 9.6655 0.6039
H 6.0626 10.6389 -0.7457
H 6.1811 8.2570 -1.0521
C 4.2054 6.4606 -4.9962
C 5.0243 7.6424 -4.5391
O 5.9574 8.0090 -5.5449
H 3.7355 6.6784 -5.9602
H 3.3586 6.2806 -4.3302
H 4.7836 5.5428 -5.0931
H 5.5026 7.4129 -3.5809
H 4.3397 8.4665 -4.2970
H 6.6720 8.4757 -5.1043

--- ii ---
45
Properties=species:S:1:pos:R:3 method="wB97M-V/def2-TZVPD" molar_mass_g_mol=230.35 orbital_gap_ev=10.459 homo_energy_ev=-10.037
C -0.7169 -1.5951 -0.3136
C -0.5584 -1.6756 -1.8929
O 0.8604 -1.6649 -2.1049
H -0.7878 -2.5493 0.2085
H -1.7326 -1.2334 -0.1533
H -0.1657 -0.8663 0.2807
H -1.0107 -0.8186 -2.3920
H -0.9344 -2.5854 -2.3607
H 1.0102 -1.8234 -3.0398
C 3.1448 0.3491 3.2874
C 3.8928 -0.1177 2.0157
O 3.7074 0.5964 0.8573
H 3.1856 -0.2943 4.1663
H 2.1455 0.4083 2.8561
H 3.3380 1.3908 3.5436
H 3.7531 -1.1984 2.0433
H 4.9695 -0.1042 2.1849
H 3.0332 0.1150 0.3722
C -4.4464 0.5956 4.8383
C -3.0456 0.3737 5.5538
O -3.2137 0.6814 6.9276
H -5.1359 -0.2241 5.0401
H -4.2666 0.7284 3.7715
H -5.1657 1.3432 5.1727
H -2.4278 1.1787 5.1554
H -2.7214 -0.6478 5.3548
H -3.2623 1.6307 7.0615
C -0.6900 4.0200 -0.0650
C -1.6225 4.9888 0.5295
O -1.4719 6.1645 -0.1399
H -1.1112 3.6783 -1.0105
H -0.4918 3.1400 0.5469
H 0.3031 4.4589 -0.1612
H -1.3801 5.1701 1.5766
H -2.6470 4.6175 0.5042
H -0.6178 6.6023 -0.1587
C 1.0076 -4.1750 -6.8393
C 2.4071 -3.9644 -6.3493
O 2.8111 -2.6010 -6.3626
H 0.8099 -5.2430 -6.9307
H 0.6876 -3.7945 -7.8093
H 0.2318 -3.8091 -6.1667
H 3.1004 -4.5331 -6.9689
H 2.4728 -4.4035 -5.3538
H 2.7524 -2.3097 -7.2755

--- iii ---
45
Properties=species:S:1:pos:R:3 method="wB97M-V/def2-TZVPD" molar_mass_g_mol=230.35 orbital_gap_ev=10.210 homo_energy_ev=-9.651
C 4.1989 1.5610 -3.5232
C 2.9511 1.2304 -2.6689
O 2.5280 -0.0835 -2.8655
H 5.0733 0.9205 -3.4083
H 4.5468 2.5155 -3.1281
H 3.9724 1.5642 -4.5894
H 2.0690 1.8191 -2.9209
H 3.0984 1.3308 -1.5935
H 1.6490 -0.0142 -2.4858
C -1.4684 -0.6577 4.2667
C -0.2837 0.3164 4.5857
O -0.4109 1.5503 3.8199
H -2.4529 -0.2027 4.1578
H -1.5606 -1.5180 4.9296
H -1.1390 -1.0475 3.3036
H 0.6328 -0.1825 4.2707
H -0.1222 0.4997 5.6480
H -1.0416 2.1100 4.2787
C 0.0747 -5.0515 -1.0283
C -0.6814 -5.2237 -2.3440
O -0.2399 -6.3560 -3.0983
H -0.5262 -4.3165 -0.4928
H 1.1354 -4.8130 -1.1068
H 0.0871 -5.9080 -0.3543
H -0.5262 -4.2922 -2.8884
H -1.7405 -5.4248 -2.1834
H 0.3785 -6.1190 -3.7934
C -1.9855 4.4539 0.2300
C -1.1670 3.7562 1.3132
O -1.5483 4.4469 2.4406
H -1.9805 3.7102 -0.5668
H -1.6268 5.4141 -0.1407
H -3.0221 4.6289 0.5183
H -0.0779 3.7516 1.2709
H -1.5466 2.7440 1.4533
H -0.7368 4.7909 2.8210
C -0.7522 -1.1138 -0.1903
C -1.0331 0.2199 -0.8127
O 0.1830 0.9002 -0.9365
H -1.6462 -1.7057 0.0061
H -0.2986 -0.9438 0.7862
H -0.2040 -1.6357 -0.9746
H -1.6195 0.8714 -0.1648
H -1.5314 0.2727 -1.7807
H 0.3916 1.2308 -0.0597

What should be chosen as the most stable of them? Choose i.

--- i ---
11
Properties=species:S:1:pos:R:3 method="wB97M-V/def2-TZVPD" molar_mass_g_mol=78.07 orbital_gap_ev="8.944 / 8.205" homo_energy_ev="-9.693 / -9.586"
C -0.1547 -1.5179 -1.0775
O -0.6990 -0.2103 -0.9732
H 0.0285 0.4327 -1.0056
H 0.3138 -1.6798 -2.0538
H -0.9814 -2.2190 -0.9680
H 0.5854 -1.7129 -0.2933
N -0.6364 1.2553 1.5632
N 0.6407 1.2838 1.5233
O 0.8035 1.8117 0.2625
H 1.0519 1.8859 2.2508
H -0.9523 0.6704 0.7715

--- ii ---
11
Properties=species:S:1:pos:R:3 method="wB97M-V/def2-TZVPD" molar_mass_g_mol=78.07 orbital_gap_ev="10.025 / 7.777" homo_energy_ev="-9.525 / -8.417"
C -0.3926 0.0714 -0.4753
N -2.2297 -0.0090 0.3264
N 2.3787 -0.2838 -0.1730
O -0.3298 0.7780 0.5843
O 1.4657 0.5703 -0.6544
H -2.6470 0.9193 0.3895
H -2.2149 -0.3961 1.2697
H 2.0203 -1.2253 -0.0147
H 2.8547 0.0881 0.6453
H -0.2235 -1.0105 -0.4615
H -0.6819 0.4976 -1.4363

What should be chosen as the most stable of them? Choose i.

--- i ---
20
Properties=species:S:1:pos:R:3 method="wB97M-V/def2-TZVPD" molar_mass_g_mol=127.17 charge=+1 orbital_gap_ev=10.859 homo_energy_ev=-14.766
C 1.0227 1.3266 1.5086
C -1.3928 0.5308 -0.7098
C 2.2399 -0.2682 -0.2769
C 0.4983 -1.4497 0.9335
C 0.8572 -0.1947 0.1616
N 1.0805 2.0722 2.3501
N -2.1613 0.7213 -1.7602
N -2.0818 0.4668 0.4222
N -0.0999 0.2755 -0.8230
H 2.4415 -1.3035 -0.7936
H 2.4575 0.5033 -0.9932
H 2.9435 -0.1615 0.6084
H 0.7296 -2.3672 0.3768
H -0.4212 -1.4745 1.3744
H 1.2931 -1.4161 1.7065
H -3.2607 0.8472 -1.5726
H -1.8831 0.2812 -2.6371
H -3.0814 0.6694 0.4635
H -1.5934 0.3556 1.3238
H 0.4117 0.5854 -1.6628

--- ii ---
20
Properties=species:S:1:pos:R:3 method="wB97M-V/def2-TZVPD" molar_mass_g_mol=127.17 charge=+1 orbital_gap_ev=8.524 homo_energy_ev=-13.450
C -2.0073 0.2807 0.0118
C -2.9373 -0.8440 0.2372
C 2.0858 1.4915 0.7116
C -0.1577 -1.1877 -0.4634
C 1.3864 1.3949 -0.6543
N -2.3230 1.5520 0.0943
N -1.6989 2.5077 -0.0511
N -0.6702 0.1569 -0.3177
N -0.0015 1.2153 -0.4718
H -2.5613 -1.5374 0.9888
H -3.8888 -0.4520 0.5873
H -3.1205 -1.4026 -0.6815
H 2.0358 0.5437 1.2456
H 1.6281 2.2692 1.3162
H 3.1253 1.7516 0.5459
H -0.2683 -1.7320 0.4736
H -0.7072 -1.7228 -1.2387
H 0.8964 -1.1524 -0.7312
H 1.8389 0.6007 -1.2604
H 1.4961 2.3477 -1.1785

--- iii ---
20
Properties=species:S:1:pos:R:3 method="wB97M-V/def2-TZVPD" molar_mass_g_mol=127.17 charge=+1 orbital_gap_ev=9.227 homo_energy_ev=-12.745
C -0.6678 -0.1389 0.3365
C 0.5843 0.6078 -1.5551
C -1.5411 -1.5520 0.4399
C 1.5638 0.8713 0.5380
C 2.4462 1.5404 1.3338
N -0.5133 0.0766 -1.0785
N 1.6626 1.0208 -0.8544
N -2.3812 -1.4834 -0.7284
N 0.6794 -0.2380 0.9758
H -1.1585 0.7109 0.7647
H 0.4895 0.8072 -2.6327
H -2.2957 -1.3592 1.3142
H -0.7263 -2.2399 0.5898
H 2.6191 1.4379 2.3777
H 3.2075 2.1977 0.9068
H 2.2680 1.6808 -1.2579
H -1.2774 -0.4773 -1.4935
H -3.2922 -0.9679 -0.6907
H 0.8186 -0.1445 1.9288
H -2.4854 -2.3501 -1.2146

What should be chosen as the most stable of them? Choose iii.

--- i ---
6
Properties=species:S:1:pos:R:3 method="wB97M-V/def2-TZVPD" molar_mass_g_mol=61.12 orbital_gap_ev="8.228 / 8.344" homo_energy_ev="-8.959 / -8.868"
N -1.2077 -0.2692 -0.0885
O -2.2811 0.2606 0.0407
Si 0.4935 0.0559 -0.0111
H 1.5943 1.0697 -0.4438
H 0.5077 -0.0681 1.3825
H 0.8934 -1.0490 -0.8799

--- ii ---
6
Properties=species:S:1:pos:R:3 method="wB97M-V/def2-TZVPD" molar_mass_g_mol=61.12 orbital_gap_ev="4.696 / 4.678" homo_energy_ev="-6.487 / -6.480"
N -0.7494 2.2221 1.2111
O -0.8091 1.0271 1.0200
Si 0.4835 -0.9482 -0.5166
H -0.1438 -0.0524 -1.5902
H 1.7941 -0.5263 -0.1763
H -0.5754 -1.7223 0.0521

What should be chosen as the most stable of them? Choose i.

--- i ---
21
Properties=species:S:1:pos:R:3 method="wB97M-V/def2-TZVPD" molar_mass_g_mol=163.18 orbital_gap_ev=8.240 homo_energy_ev=-7.613
C -2.1505 -2.0188 0.0718
C -1.0471 -0.9735 0.0060
C -1.2361 0.3574 0.0926
C -0.0991 1.2051 0.0819
C 3.2075 0.4232 0.0628
C 2.8066 -0.8979 -0.0657
C 1.4127 -0.7389 0.0155
H -2.0679 -2.7229 -0.7895
H -3.1362 -1.5524 -0.1048
H -2.1333 -2.5767 1.0269
H -2.2462 0.6835 0.2659
H -2.0747 2.5803 -0.5468
H -1.2982 3.9870 -0.2797
H 4.2421 0.7381 0.1657
H 3.3303 -1.8101 -0.1335
H 0.3100 -2.5491 0.1499
N -0.0958 2.4918 0.0010
N -1.3867 3.0528 0.0182
N 1.1396 0.5885 0.0310
N 2.2545 1.3198 0.0675
N 0.2683 -1.5870 -0.1367

--- ii ---
21
Properties=species:S:1:pos:R:3 method="wB97M-V/def2-TZVPD" molar_mass_g_mol=163.18 orbital_gap_ev=8.746 homo_energy_ev=-8.227
C -0.3831 2.4144 -2.4978
C -0.2427 -0.0662 -1.4131
C -0.6772 -2.1811 0.2018
C -0.2540 -0.9252 0.8474
C 0.3554 -0.5329 1.9521
C 0.5448 -1.2049 3.2922
C 0.9268 0.9580 0.5202
H -0.0997 3.0969 -1.5593
H 0.1504 2.7864 -3.4949
H -1.5504 2.5470 -2.4508
H -0.1243 0.3155 -3.3365
H -1.0015 -2.9522 0.8648
H 1.5865 -1.5897 3.3075
H 0.4933 -0.5054 4.2689
H -0.1553 -2.1338 3.4514
H 1.0119 1.8793 -0.1928
N -0.0873 0.8987 -2.3990
N -0.8182 -1.1328 -1.8962
N -0.9340 -2.3148 -1.1124
N 1.1594 0.6516 1.7506
N 0.0992 -0.0089 -0.1039

What should be chosen as the most stable of them? Choose i.

--- i ---
7
Properties=species:S:1:pos:R:3 method="wB97M-V/def2-TZVPD" molar_mass_g_mol=108.95 orbital_gap_ev="7.656 / 7.698" homo_energy_ev="-8.739 / -8.813"
C -1.7643 -0.6533 0.8482
C 0.8036 -0.6553 -0.1362
C -0.2305 -0.5793 0.9449
Cl -2.5434 -1.5473 -0.3191
Cl 2.0185 -1.8959 -0.1934
H 0.0268 0.3515 1.5959
H -0.0752 -1.3288 1.8033

--- ii ---
7
Properties=species:S:1:pos:R:3 method="wB97M-V/def2-TZVPD" molar_mass_g_mol=108.95 orbital_gap_ev="7.648 / 7.650" homo_energy_ev="-8.197 / -8.197"
C -0.4470 -0.7694 0.8690
C 0.6530 -0.0620 -0.7205
C -0.5451 0.5393 0.2067
Cl -0.1024 -1.7339 -0.6669
Cl 2.2424 -0.2506 -0.0537
H -1.4605 0.7765 -0.5283
H -0.3404 1.5001 0.8936

What should be chosen as the most stable of them? Choose i.